[1]
ORCA calculation (ωB97M-V with the def2-TZVPD basis set) on a molecular structure, C27H20BBiF6IN7O10S4.

- E (hartree) = -4905.83509
- HOMO energy (eV) = -4.0
- energy above the lowest of the compared OMol25 structures with the same formula, charge and spin (kcal/mol) = 44.13
- net charge = -2
- spin multiplicity = 1

Last column: Mulliken charge in e.
Atoms and positions in Å:
C (-3.97875, 0.42832, 3.05333)  -0.503
H (-4.70231, -1.50892, 1.17576)  -0.214
C (2.13577, -3.06123, -5.16401)  -0.631
H (5.79689, 3.41426, 1.10792)  0.375
N (-0.39766, 3.48256, 0.14634)  -0.505
C (-3.16398, 1.11382, 3.91908)  -1.091
H (-4.52253, 0.60180, -3.24803)  0.407
I (1.89428, 0.01795, -2.11690)  -0.131
C (3.38451, 1.19859, 1.93770)  0.071
H (-2.24702, -2.95176, -0.92552)  0.200
O (4.30709, -2.40576, 0.73975)  -0.820
O (1.99715, -1.83754, 0.45693)  -0.801
C (1.17635, 3.83771, -1.70523)  0.236
C (4.96366, 0.20261, 0.42242)  -0.408
B (-3.55774, -1.14871, 1.03844)  -0.350
S (1.18807, 3.25058, 0.10039)  1.174
C (-0.33852, 5.71966, 1.94361)  0.460
H (-2.74334, -4.69204, -2.51814)  0.405
H (3.23642, -1.31120, -4.49897)  0.374
O (1.10800, 0.08776, 2.26367)  -0.510
O (2.10629, 4.27922, 0.54230)  -0.657
H (-1.83808, 0.95759, -2.71665)  0.458
S (1.75542, 1.31433, 2.67494)  0.812
C (5.25341, 2.47632, 1.13986)  -0.495
C (2.39569, -1.97040, -4.31094)  -0.539
C (-1.90179, -4.31047, 2.17436)  -1.174
Bi (-0.02612, -0.68578, -0.02065)  3.052
O (-1.71260, 3.55459, 2.37129)  -0.533
C (-3.01671, -3.53328, 1.91584)  -0.314
H (0.79734, -4.66033, -5.60687)  0.311
H (-1.18515, -5.17121, -4.39112)  0.290
H (0.23452, -3.75677, 1.68507)  0.463
O (1.91075, 1.51161, 4.09048)  -0.788
S (3.21753, -1.64375, 1.32928)  1.418
H (-5.04814, 0.27719, 3.04716)  0.438
N (-3.41375, -0.59569, -0.42114)  0.009
C (3.82685, 0.07106, 1.21168)  -0.085
N (-1.90276, 0.22235, 2.28052)  0.627
N (-3.20047, -0.09850, 2.08114)  -0.262
C (1.57397, -1.71612, -3.25493)  0.651
F (0.64398, 5.44670, 2.79024)  -0.180
O (2.98654, -1.91665, 2.72195)  -0.729
F (-1.28924, 6.38820, 2.64643)  -0.251
H (-3.44761, 1.68225, 4.79096)  0.410
O (1.67707, 1.89118, -0.24833)  0.093
F (0.10684, 6.54768, 0.99426)  -0.229
C (-1.52559, -3.10088, -1.71239)  0.104
C (4.12225, 2.37033, 1.92894)  -0.812
C (-3.96526, 0.28459, -2.38115)  -1.215
S (-1.27564, 4.26947, 1.20827)  0.923
C (-0.98258, -4.38142, -3.67300)  -0.774
C (-0.82877, -3.55068, 1.69129)  -0.519
H (5.29713, -0.66632, -0.12717)  0.530
C (0.45128, -2.53246, -2.92066)  0.249
C (-2.59851, 0.46420, -2.12378)  -0.496
O (-2.29640, 4.97425, 0.47133)  -0.728
F (2.40297, 3.71773, -2.27213)  -0.243
H (-0.93369, 1.34599, 3.74841)  0.337
H (-5.43434, -0.72253, -1.02401)  0.431
C (-1.83124, -4.11802, -2.64258)  -1.426
C (-4.43763, -0.39109, -1.27273)  -0.324
H (6.50861, 1.50134, -0.29720)  0.343
C (-1.87076, 0.95446, 3.38115)  -0.251
C (5.65150, 1.40551, 0.35998)  -0.679
N (-1.27990, -2.41201, 1.18622)  0.211
N (-2.62592, -2.39499, 1.31613)  0.272
H (2.78890, -3.25349, -6.00797)  0.374
O (1.10040, 2.55095, 2.07120)  0.121
F (0.32205, 3.14491, -2.50517)  -0.209
H (-1.87089, -5.28373, 2.63676)  0.407
C (0.17730, -3.59244, -3.84130)  0.836
H (3.76590, 3.21274, 2.50658)  0.349
N (-2.28488, -0.06804, -0.95199)  0.396
C (-0.39713, -2.31343, -1.77713)  -0.078
F (0.82971, 5.13395, -1.80895)  -0.255
C (1.04094, -3.83836, -4.94054)  -0.853
H (-4.05998, -3.71027, 2.12796)  0.440

[2]
ORCA calculation (ωB97M-V with the def2-TZVPD basis set) on a molecular structure, C9H10BClF4O2PdTe.

- E (hartree) = -1780.05677
- HOMO energy (eV) = -8.8
- net charge = 0
- spin multiplicity = 1

Last column: Mulliken charge in e.
Atoms and positions in Å:
H (-2.81416, 3.31043, -2.88765)  0.353
C (1.54849, -2.27162, 2.93358)  -0.786
F (-0.84336, 0.17880, -3.85873)  -0.439
O (-0.83778, -2.13344, 0.24664)  -0.600
H (0.02491, -3.53683, 1.34114)  0.382
H (1.46954, 1.57950, 2.85595)  0.426
Cl (3.35534, -2.37814, 4.93781)  -0.219
H (-2.44265, 1.58920, -3.24436)  0.216
C (0.71820, -1.61174, 1.99943)  0.249
H (0.27353, 3.60826, -2.40935)  0.367
C (0.68698, -0.19753, 1.95371)  0.953
C (-2.78995, 2.29567, -2.49735)  -0.928
C (1.50212, 0.49884, 2.87776)  -0.617
C (0.29931, 2.59603, -2.01394)  -0.879
H (2.91651, 0.39316, 4.46577)  0.407
H (0.32089, 1.85253, -2.80309)  0.240
B (-0.97338, -1.07092, -3.24835)  0.697
H (1.55945, -3.35422, 2.95271)  0.370
H (-3.77332, 2.01573, -2.12818)  0.336
F (-1.57810, -1.99533, -4.04209)  -0.277
C (2.32909, -1.56449, 3.79847)  0.085
H (1.15013, 2.47364, -1.34785)  0.296
Te (-1.44934, 2.27897, -0.86144)  0.540
Pd (-1.08839, -0.17566, -0.33937)  0.608
F (0.20673, -1.47209, -2.67593)  -0.336
C (2.30059, -0.16227, 3.77093)  -0.484
C (-0.07257, -2.45952, 1.15677)  0.121
O (-0.04898, 0.53338, 1.16260)  -0.572
F (-1.94984, -0.82034, -2.09558)  -0.507